1.
Computed, not measured: C2H3NOS2 in the gas phase in a non-equilibrium geometry, with wB97M-V/def2-TZVPD.

Structure (XYZ):
```
9
Properties=species:S:1:pos:R:3:forces:R:3:lowdin_charge:R:1
N 1.1912 0.5033 0.0285 -1.845 1.540 0.176 -0.4356
S 2.8333 0.5192 0.0015 0.876 -0.591 -0.033 0.8088
H -2.6706 -0.6189 -0.0455 0.104 -0.269 -0.013 0.0415
C -0.6245 -0.9513 -0.0603 -0.837 -0.030 0.015 -0.2174
S -1.7712 1.5591 0.0057 0.155 -0.025 0.015 0.6264
O 0.6758 -0.7171 -0.0490 1.396 -1.046 -0.113 -0.1747
C -1.7135 -0.1075 -0.0307 0.128 0.452 -0.002 -0.6562
H -0.7796 -2.0217 -0.1078 0.077 0.039 0.004 0.1221
H 2.8591 1.8350 0.2575 -0.054 -0.070 -0.049 -0.1150
```
Forces are in eV/Å.

As for the charge: 0. The calculation puts the HOMO-LUMO gap (alpha / beta) at 7.8 / 6.8 eV. As for the LUMO energy (alpha / beta): -0.02245 / -0.05353 hartree.

***

2.
Computed, not measured: C10H20N2O4 in the gas phase in a non-equilibrium geometry, with wB97M-V/def2-TZVPD.

Structure (XYZ):
```
36
Properties=species:S:1:pos:R:3:forces:R:3:lowdin_charge:R:1
H 1.0500 1.8245 -2.0832 0.053 -1.461 2.568 0.1983
C 2.9901 0.5083 0.0996 -0.867 -0.764 0.762 -0.2815
C -0.2571 1.5604 -0.5489 1.102 6.049 -2.225 -0.4171
H -5.1122 -1.3129 0.4941 1.133 1.124 -1.472 0.1132
H 1.2763 1.0447 1.2806 3.512 -0.726 2.130 0.0995
H -5.0630 -0.0533 -0.7405 0.977 0.301 0.097 0.0721
H -4.4569 -1.7654 -1.0352 1.201 2.300 1.029 0.1233
H 2.1811 -0.6427 1.9500 0.945 3.752 -0.850 0.1509
H -0.2746 0.9422 2.2783 -3.527 2.310 -2.198 0.1571
H -0.4766 -0.3776 0.4745 -1.027 3.695 -0.422 0.1222
O 0.0248 -1.5613 -0.9247 2.846 -0.323 -0.780 0.0425
H 3.1591 1.6105 -0.2970 0.971 -2.328 1.001 0.1621
H 3.2650 1.1700 2.1974 -2.724 -1.375 -1.045 0.1233
C 1.2344 -1.3892 -0.7619 -3.418 0.899 0.647 -0.4491
H -2.1965 -0.0524 -1.2542 0.071 0.353 0.039 0.1277
C 2.4226 0.5592 1.5787 -2.443 -0.538 -1.814 -0.0760
H -1.2445 -1.5474 1.0898 -2.527 -0.384 0.995 0.0996
N 0.9707 1.2418 -1.1588 -1.947 1.217 -1.970 0.0778
H -2.8279 1.4909 -0.6785 0.268 -1.620 1.402 0.1572
H -2.0782 -2.0996 -0.2043 -0.296 0.022 0.407 0.0913
C -0.9479 0.7309 0.3298 -2.312 -5.669 1.321 -0.4519
H -1.0077 2.4180 1.2743 -0.517 -2.565 1.907 0.1317
H 2.1551 0.0803 -2.1330 1.124 -0.719 0.592 0.1475
C -2.3524 -1.6777 0.8021 3.740 -0.716 -3.887 -0.0782
C 1.8346 0.0566 -1.0835 1.182 -0.085 1.523 -0.1243
H 4.5115 -0.5072 1.2215 -1.443 0.332 -2.064 0.1331
O 4.0558 -0.5483 0.3113 0.590 1.226 -0.722 -0.1511
C -3.1654 -0.5058 0.4575 -0.081 2.179 1.888 -0.5361
N -1.1931 1.3567 1.5945 4.086 1.545 2.534 0.0345
O -0.7597 2.7618 -0.6669 2.559 -4.058 -0.611 -0.0208
O 1.9434 -2.2891 -0.0666 4.280 2.416 -2.089 0.0659
C -4.3803 -0.8053 -0.3199 -4.993 -4.792 1.045 -0.1054
C -2.4004 0.4830 -0.2999 2.839 1.379 -2.957 -0.1326
H -2.9200 -2.4537 1.1441 -1.157 -1.947 2.080 0.0530
H -3.3724 -0.0767 1.4474 -0.798 0.376 -0.276 0.1387
H 3.0035 -1.9082 -0.2224 -3.404 -1.406 1.416 0.2016
```
Forces are in eV/Å.

As for the charge: 0. The calculation puts the HOMO-LUMO gap at 9.3 eV. As for the LUMO energy: 0.00381 hartree.

***

3.
Computed, not measured: 2 unconnected molecules or ions with the total composition C23H27BrNO8S in a non-equilibrium geometry, with wB97M-V/def2-TZVPD.

Structure (XYZ):
```
61
Properties=species:S:1:pos:R:3:forces:R:3:lowdin_charge:R:1
C -3.0179 -0.9250 -2.6562 -2.402 1.388 -0.068 -0.3296
O -2.1187 -1.9643 -3.0927 -0.096 0.396 -0.004 0.0975
O -2.7918 3.4103 2.2530 -0.044 0.164 0.321 -0.3370
O 1.6612 -4.0262 1.4943 -1.015 -0.208 -0.529 0.1199
H -2.6428 5.0445 4.4201 0.114 -0.060 -0.117 0.1113
O -0.9049 2.4491 3.6230 0.038 0.025 -0.496 -0.3196
H 6.2083 -1.4368 -3.2436 -0.414 0.039 -0.175 0.1380
C -1.3266 0.8650 0.2338 0.140 -0.071 0.082 -0.0344
H -1.3022 -1.1031 -0.5163 -0.098 0.184 0.003 0.0897
Br 7.1264 -0.4018 1.1903 -0.140 0.072 -0.454 0.6204
C 0.0313 -2.2878 -2.3218 -0.025 -1.284 0.934 -0.1264
O 0.8119 -2.1445 0.6428 -0.468 -0.601 -0.259 0.1121
H -4.8083 3.9118 4.5763 0.023 0.042 0.018 0.1211
C -1.8450 2.1397 0.0929 0.590 -0.331 -0.047 -0.0557
C 3.2231 -0.3177 -2.9113 -0.185 1.355 0.521 -0.4353
C 0.8871 -0.1165 -3.8024 0.393 0.310 0.085 0.0707
H -3.8413 1.6748 -2.5964 0.074 -0.272 0.081 0.1319
O 3.3900 0.8220 -2.5321 0.043 -0.920 -0.329 0.1595
H -3.3901 1.7492 6.2016 0.005 0.011 -0.022 0.1191
C 1.7869 -0.7991 -2.9906 0.613 -0.352 -0.741 -0.0288
H -0.8608 -4.2577 -2.2285 0.007 0.364 -0.058 0.1464
C -4.0024 2.0615 5.3531 0.021 0.055 0.083 -0.2104
C -4.0445 3.5929 5.2893 -0.062 -0.092 -0.092 -0.2159
H -4.9951 1.6360 5.4928 0.023 -0.014 -0.017 0.1167
C 1.0060 -3.3344 0.5289 0.720 0.586 0.320 -0.4976
H -4.1173 1.4042 3.2738 0.078 0.080 -0.072 0.1065
H 0.1223 -5.0790 -0.2588 0.182 0.157 -0.082 0.1410
H 4.7315 -0.8096 -0.6715 0.159 0.238 -0.190 0.1098
H 1.4240 -4.5234 -1.2747 0.062 0.169 0.343 0.1416
H -0.5949 0.6103 0.9964 -0.177 0.176 -0.026 0.1197
C 5.6612 -0.9538 -1.2352 0.188 -0.501 0.018 -0.2658
C 6.7785 -0.0524 -0.7116 -0.084 -0.005 0.090 -0.5986
H -2.7876 0.6584 4.1970 0.091 0.052 -0.148 0.1025
C -0.3977 -0.5424 -3.8153 -1.295 0.668 -0.770 0.0421
C -2.6651 4.0271 4.8044 -0.205 0.184 0.248 -0.2240
O 4.1858 -1.1827 -3.2281 -0.747 0.132 0.451 0.0479
H -1.5211 2.8983 0.7819 -0.037 0.170 -0.360 0.0834
H 5.9828 -1.9881 -1.0520 -0.257 0.151 0.031 0.1081
H 2.0824 -2.3956 -1.6581 -0.323 -0.208 -0.046 0.1400
H -1.3255 -3.1782 -0.9238 0.122 -0.043 -0.158 0.1333
C -0.4760 -3.4890 -1.5446 0.083 0.124 0.080 -0.0758
H 7.7232 -0.2579 -1.2221 -0.181 0.085 0.090 0.0668
C 5.4826 -0.7774 -2.7585 1.508 0.036 0.492 -0.1530
H -4.2830 4.0318 6.2568 0.011 0.012 -0.021 0.1192
H 1.4326 -3.5765 2.3228 0.591 0.136 0.083 0.1374
C 0.5837 -4.1684 -0.6645 -0.454 -0.297 0.028 -0.0789
H -1.9150 3.9036 5.5855 0.051 -0.025 -0.069 0.1114
S -2.2755 2.8779 3.4925 -0.231 0.073 0.801 0.6750
H 1.1336 0.7491 -4.4081 0.221 -0.161 0.181 0.1528
C -2.7528 2.3847 -0.9227 -0.117 1.044 0.246 -0.0438
H -1.1614 -0.0446 -4.4076 0.061 -0.201 0.115 0.1730
C -1.7248 -0.1090 -0.6513 0.502 -1.162 0.073 -0.0333
O -4.1126 -0.9343 -3.1423 1.361 -0.741 0.128 0.1874
C -3.3682 1.5658 4.0477 -0.290 -0.254 0.196 -0.2173
H 5.7588 0.2427 -3.0455 -0.610 -0.078 -0.146 0.1312
H -3.1511 3.3906 -1.0318 0.015 -0.176 0.000 0.1240
C 1.3451 -1.8957 -2.2724 1.001 0.518 -0.221 0.0919
H 6.5393 1.0103 -0.7950 0.013 -0.209 0.034 0.0681
N -0.8071 -1.5803 -3.0832 0.492 -0.303 0.437 -0.0170
C -3.1464 1.4104 -1.8034 -0.508 0.079 -0.628 -0.0112
C -2.6241 0.1314 -1.6773 0.866 -0.703 -0.266 -0.1588
```
Forces are in eV/Å.

As for the charge: +1. The calculation puts the HOMO-LUMO gap at 7.9 eV. As for the LUMO energy: -0.15429 hartree.

***

4.
Computed, not measured: a gas-phase ion, C4H10ClN2O (charge +1), with wB97M-V/def2-TZVPD.

Structure (XYZ):
```
18
Properties=species:S:1:pos:R:3:forces:R:3:lowdin_charge:R:1
H -0.1463 -2.0747 0.3489 0.009 0.005 0.004 0.1393
C -0.9240 -0.5098 -0.8919 0.108 -0.038 -0.024 -0.3065
C 0.9636 1.0354 -0.1477 -0.101 -0.028 -0.063 -0.6572
H 1.3073 0.9503 1.9649 0.010 -0.003 -0.028 0.1396
N -0.2664 -0.3316 1.4809 -0.041 -0.027 0.035 -0.0372
H 0.3969 0.6059 -2.1038 -0.023 0.008 0.013 0.1774
H 1.1534 -0.6458 -1.3468 -0.003 0.007 -0.010 0.1752
N 0.4623 0.0992 -1.2172 0.018 -0.005 0.015 0.0918
C -0.7963 -1.2000 0.4620 -0.045 0.031 -0.004 -0.1363
H -0.9252 0.2489 1.9755 0.011 -0.018 0.011 0.1303
H 0.2668 1.8700 -0.1250 0.022 0.006 0.032 0.1247
H -2.0831 0.8276 -0.0874 -0.017 0.017 0.082 0.1195
O -1.8316 0.5163 -0.9647 -0.015 0.025 -0.100 0.0565
H -1.1130 -1.2094 -1.7070 -0.012 -0.010 0.022 0.1697
H -1.7802 -1.5706 0.7492 0.014 -0.002 -0.008 0.1481
C 1.0036 0.2707 1.1709 0.026 0.032 0.003 -0.2109
H 1.7742 -0.5059 1.0954 0.000 0.004 0.015 0.1333
Cl 2.5379 1.6232 -0.6562 0.039 -0.005 0.003 0.7426
```
Forces are in eV/Å.

As for the charge: +1. The calculation puts the HOMO-LUMO gap at 10.5 eV. As for the LUMO energy: -0.11831 hartree.

***

5.
Computed, not measured: C5H7NO in the gas phase in a non-equilibrium geometry, with wB97M-V/def2-TZVPD.

Structure (XYZ):
```
14
Properties=species:S:1:pos:R:3:forces:R:3:lowdin_charge:R:1
H 2.8701 -1.2488 0.3163 2.456 -1.409 0.455 0.0466
C -2.2150 0.1034 0.2652 -3.790 -2.356 0.462 -0.0956
C 0.6696 1.0131 -0.3070 -1.444 0.576 -0.442 -0.1230
H 0.1325 -2.1591 -0.4809 1.909 0.674 1.235 0.1515
H -1.9772 1.0909 0.4266 1.419 1.963 1.420 0.0268
H 0.0500 1.8753 -0.4353 0.389 0.717 -0.047 0.1206
H 2.7042 1.4747 0.1828 -0.037 -0.575 -0.542 0.0982
N -0.0082 -0.1303 -0.2117 -1.306 -4.125 -0.914 -0.1733
H -3.3428 0.3886 -0.0447 2.320 -1.675 -0.551 0.1266
C 0.7820 -1.2998 -0.1049 -1.397 2.506 -0.643 -0.0267
O -1.3070 -0.4614 -0.6936 -0.422 1.837 0.364 -0.1221
C 1.9785 0.7258 -0.1497 0.670 -1.392 1.791 -0.0709
H -2.3664 -0.6352 1.1620 0.716 1.801 -1.348 0.1228
C 2.0297 -0.7371 0.0749 -1.483 1.458 -1.241 -0.0813
```
Forces are in eV/Å.

As for the charge: 0. The calculation puts the HOMO-LUMO gap at 9.7 eV. As for the LUMO energy: 0.03555 hartree.

***

6.
Computed, not measured: a molecular structure, C23H14Cl5CuNO3S, with wB97M-V/def2-TZVPD.

Structure (XYZ):
```
48
Properties=species:S:1:pos:R:3:forces:R:3:lowdin_charge:R:1
C 0.3948 -0.2586 3.1830 0.026 0.046 0.062 -0.6105
C -2.3241 2.1913 0.8247 -0.024 0.005 0.024 -0.0362
C 1.8422 -3.6500 -0.9812 -0.031 0.275 -0.080 -0.1648
H -1.7648 -4.7846 -1.5093 0.005 -0.001 0.009 0.1125
C 3.7279 2.5490 -1.2392 -0.008 0.008 0.005 -0.0883
O 0.8073 -0.7841 0.9087 -0.160 -0.276 0.256 -0.1819
H -1.3427 0.4756 -0.0228 -0.017 -0.062 -0.029 0.0812
Cl -2.8548 -0.7015 5.4985 0.047 0.013 -0.038 0.6011
O -1.7351 -1.6941 0.6288 0.149 -0.053 0.051 -0.1560
H 3.5166 4.1779 -2.6255 -0.005 0.000 0.001 0.0966
C 3.0604 3.2898 -2.2065 -0.007 0.000 -0.008 -0.0969
C 0.0104 -0.7643 1.9456 -0.065 0.080 -0.039 -0.3979
Cl -3.8072 -1.7951 2.6952 0.025 0.020 0.039 0.6428
C -1.7209 3.4760 -1.5716 -0.017 0.040 0.004 -0.0981
S -0.4149 1.2711 -2.5993 -0.224 -0.395 -0.037 1.0359
C -2.1822 -1.2118 2.9080 -0.020 0.016 -0.067 -0.6262
C -1.3437 -1.2570 1.7949 0.024 0.092 0.125 -0.4201
H -2.7231 5.1778 -0.7353 0.009 -0.007 0.002 0.0967
Cu -0.1394 -1.8104 -0.5039 -0.101 0.055 0.140 0.4187
H -0.8337 -2.7594 -2.6626 -0.040 0.108 0.102 0.1114
H 3.6553 0.8356 0.0585 -0.021 -0.007 0.007 0.1094
H 1.4288 0.1176 -0.7037 0.035 0.061 0.033 0.0685
H -0.2006 -6.2277 -0.2070 -0.006 0.008 -0.007 0.1040
H -2.5613 1.6814 1.7510 0.016 0.008 -0.005 0.1134
C 0.1150 -5.2882 -0.6394 0.187 -0.053 0.095 -0.1018
O -0.5952 -0.1821 -2.2686 0.158 0.366 -0.232 -0.5133
C 1.8927 0.9913 -1.1340 0.075 0.173 -0.206 -0.0413
H 4.7037 2.8681 -0.8942 0.002 0.000 -0.012 0.0980
C -0.7329 -4.5007 -1.3539 -0.126 0.256 -0.120 -0.0520
C -2.4098 4.1536 -0.5742 0.015 -0.026 -0.033 -0.0949
Cl 0.0777 0.3984 5.8112 -0.034 -0.029 -0.062 0.6014
N 1.0205 -2.8504 -1.7192 -0.078 -0.253 -0.126 0.0120
C -1.6316 1.5064 -0.1625 -0.010 0.177 -0.059 -0.0304
H -3.2447 4.0402 1.3983 0.002 0.002 -0.009 0.1003
C -1.7581 -0.7096 4.1492 -0.158 -0.048 0.025 -0.7330
Cl 2.0158 0.3631 3.3202 -0.058 -0.027 0.003 0.6411
H 1.2758 3.4568 -3.3943 -0.007 -0.008 0.005 0.1010
C -0.2667 -3.2687 -1.8906 0.308 -0.376 -0.222 -0.2173
Cl 2.5716 -5.8409 0.4068 -0.045 0.043 -0.039 0.6393
C 1.8048 2.8879 -2.6376 -0.027 0.020 -0.078 -0.1013
C -2.7058 3.5117 0.6218 -0.004 -0.020 0.005 -0.0815
C -0.4737 -0.2313 4.2874 0.149 0.060 0.016 -0.7296
C 3.1465 1.4061 -0.7078 0.018 -0.015 0.009 -0.0514
C -1.3295 2.1660 -1.3454 0.058 -0.053 0.204 -0.3591
H -1.4974 3.9624 -2.5148 0.016 -0.008 0.009 0.1013
C 1.2340 1.7487 -2.0898 0.069 -0.019 0.198 -0.3620
H 2.8521 -3.2897 -0.8316 -0.011 0.012 0.012 0.1145
C 1.4402 -4.8435 -0.4661 -0.090 -0.208 0.068 -0.6551
```
Forces are in eV/Å.

As for the charge: -1. The calculation puts the HOMO-LUMO gap at 6.2 eV. As for the LUMO energy: 0.08928 hartree.

***

Computed values of calculated total energy (unit: a.u.) for the preceding records, in sequence: -1004.208252 -803.251080 -4521.240653 -803.107507 -324.563823 -5505.046161.